Formula: C19H27AuBrFNSb
Source: the Open Molecules 2025 dataset
Level of theory: the ωB97M-V functional and the def2-TZVPD basis

XYZ file:
```
51
Properties=species:S:1:pos:R:3:forces:R:3
C -4.32013 -3.64608 0.68092 -0.038 -0.120 0.015
H 4.04719 -0.30044 -1.10705 0.078 0.013 -0.037
H -3.18315 -0.17099 -2.00395 0.041 -0.033 0.139
N -0.74979 1.88854 0.52849 -0.034 0.137 -0.097
F -4.42504 -5.79794 -0.20530 -0.045 -0.104 0.008
H -1.33300 3.33999 3.48070 0.002 0.007 -0.024
H 4.31156 2.09806 -1.83607 -0.028 0.016 0.025
H 3.55095 2.06722 -0.25225 -0.016 -0.028 -0.010
C -1.10898 3.26061 2.42636 0.004 0.249 0.053
C 2.15478 -0.00742 1.67234 0.126 -0.193 -0.059
C 3.61657 -0.36673 1.97202 -0.138 0.133 0.105
H -1.28126 5.61269 -1.26802 0.024 -0.022 0.050
Au -1.14680 -0.10559 -0.34382 0.592 0.283 -0.240
H -4.14611 -1.62247 1.30243 -0.002 -0.017 -0.089
H 1.45113 -0.54563 2.31118 0.119 0.094 -0.011
C -1.02777 2.02671 1.82311 0.034 -0.112 -0.057
C 3.20976 0.28878 -1.48325 -0.320 0.355 -0.110
C -4.11642 -4.53382 -0.38123 0.020 0.000 -0.004
C -3.27079 -2.83024 -1.79750 0.027 0.219 0.021
H 3.85661 -0.04449 2.98655 0.005 -0.006 -0.019
C -3.99176 -2.33555 0.49924 0.089 0.177 -0.061
C 1.65926 -2.60776 -0.60827 0.234 0.121 0.077
Sb 1.60549 -0.48938 -0.32956 -0.470 -0.328 0.351
H -0.29344 6.37596 -0.02436 0.005 -0.055 -0.007
H -3.48971 -4.87766 -2.40960 0.003 0.030 0.078
H -2.88113 -2.49169 -2.75315 -0.056 -0.005 0.108
H 3.69860 -2.72301 -1.41169 -0.036 0.017 0.014
C -0.62803 4.26868 0.28094 0.082 0.209 -0.167
C -3.21039 -0.49712 -0.96209 -0.321 0.141 -0.243
C -0.55669 2.98531 -0.22957 0.051 -0.264 0.019
H 4.31983 0.13340 1.30434 -0.050 -0.012 -0.007
H 1.96002 1.06133 1.77412 0.026 -0.014 0.081
C -0.90822 4.38390 1.63856 -0.053 0.120 0.178
Br -1.33982 0.45614 2.81429 -0.038 -0.010 0.043
H -0.34164 2.81424 -1.27942 -0.031 -0.043 0.073
C -3.59834 -4.14267 -1.62120 -0.020 -0.088 -0.003
C 3.09776 -3.14251 -0.60465 -0.176 -0.130 -0.049
H 3.06607 -4.22267 -0.75820 0.020 0.024 0.001
H -4.74678 -4.01186 1.60566 0.034 -0.020 -0.031
H 3.60983 -2.96730 0.34031 -0.036 0.022 -0.021
H 1.15762 -2.79023 -1.55773 -0.013 -0.072 0.008
H 1.05048 -3.02602 0.19400 0.022 -0.053 -0.041
H 0.45957 5.34429 -1.24555 -0.047 -0.012 0.057
C -0.42036 5.46782 -0.61152 -0.034 -0.114 0.055
H -3.73166 0.19778 -0.29660 0.139 -0.112 -0.064
H -0.97931 5.36805 2.08947 0.021 -0.064 -0.015
C -3.46965 -1.87618 -0.74936 0.036 -0.213 0.038
H 2.58013 2.37008 -1.70356 0.007 -0.051 0.015
H 3.02362 0.01135 -2.51813 0.088 0.003 -0.059
H 3.79689 -1.43962 1.92686 -0.033 0.023 -0.017
C 3.41249 1.79209 -1.29924 0.107 -0.096 -0.071
```
Forces are in eV/Å.

The multiplicity is 3. As for the charge: +2. For the energy relative to the best compared isomer or geometry (same formula, charge and spin), the calculation gives 3.1 kcal per mole. The value obtained for the LUMO energy (spin up / spin down) is -5.76 / -9.10 eV. Its frontier orbital gap (spin up / spin down) is 8.16 / 6.36 eV.

These are the Löwdin partial charges, in e, on atoms 1 to 5:
1 C 0.037
2 H 0.060
3 H 0.071
4 N -0.124
5 F 0.151